# 1
Molecular formula: C29H55As3CaClN6O4PS
Method: DFT, wB97M-V/def2-TZVPD

frontier orbital gap: 8.37 eV
net charge: 0
ΔE to the lowest compared entry with this formula, charge and spin: 1.544 eV
2S+1: 1

Structure (XYZ):
```
101
Properties=species:S:1:pos:R:3:forces:R:3:lowdin_charge:R:1
Ca -0.979 -0.151 -0.547 2.12 2.12 1.44 0.90
C -5.405 -1.895 -7.338 0.06 0.02 0.08 -0.05
C -4.740 -1.829 -5.987 -0.02 0.02 -0.05 -0.27
C -4.820 -2.887 -5.092 -0.04 0.00 -0.03 -0.04
C -4.189 -2.828 -3.855 0.01 -0.01 0.16 -0.05
C -3.469 -1.697 -3.515 -0.09 0.06 -0.12 -0.27
C -3.376 -0.621 -4.396 0.00 -0.06 0.10 -0.05
C -4.016 -0.690 -5.618 0.00 -0.03 -0.01 -0.03
S -2.584 -1.632 -1.986 -0.88 -0.95 -1.29 0.54
O -2.983 -0.363 -1.347 -0.64 -0.41 -0.73 -0.49
O -2.926 -2.824 -1.240 -0.04 -0.07 -0.02 -0.30
N -1.047 -1.506 -2.352 -0.46 -1.13 -0.23 -0.32
C -0.304 -2.761 -2.194 -0.22 0.33 0.13 -0.16
C 0.237 -2.838 -0.776 0.04 0.05 0.25 -0.50
O 1.248 -3.640 -0.575 -0.02 0.09 0.01 0.13
O -0.229 -2.124 0.116 0.51 -1.10 -0.14 -0.11
H -6.019 -2.790 -7.437 0.01 0.04 0.01 0.07
H -4.656 -1.909 -8.132 -0.03 -0.01 0.01 0.08
H -6.037 -1.020 -7.502 -0.01 -0.03 -0.01 0.08
H -5.390 -3.771 -5.358 0.04 0.04 0.00 0.11
H -4.258 -3.645 -3.145 0.01 0.07 -0.11 0.11
H -2.805 0.258 -4.117 -0.05 -0.06 -0.05 0.10
H -3.953 0.149 -6.303 0.00 -0.04 0.02 0.12
H 0.536 -2.819 -2.882 0.00 0.13 -0.07 0.13
H -0.930 -3.641 -2.361 0.08 -0.16 0.02 0.13
C 0.800 3.493 3.547 0.07 -0.16 -0.15 -0.35
As -0.835 3.366 2.453 0.00 0.07 0.08 1.08
C -1.886 4.506 3.691 -0.03 0.01 -0.04 -0.36
C -0.161 4.744 1.195 -0.06 -0.09 -0.21 -0.38
C -1.004 5.229 -0.005 -0.31 -0.16 0.09 -0.66
C -0.344 6.530 -0.495 0.00 -0.07 0.09 -0.12
C -0.941 4.267 -1.214 0.07 0.03 0.34 -0.34
As -1.688 2.431 -1.231 -0.40 1.54 -0.38 1.04
C -0.614 1.914 -2.808 -0.04 -0.13 0.04 -0.33
C -3.340 2.811 -2.224 -0.02 -0.19 0.01 -0.31
C -2.475 5.473 0.456 0.45 0.06 -0.21 -0.37
As -3.433 7.080 -0.179 -0.04 0.00 -0.03 1.11
C -5.001 6.765 0.960 -0.08 -0.05 0.06 -0.36
C -4.245 6.394 -1.830 0.00 -0.05 -0.04 -0.35
H 1.089 4.538 3.664 0.01 0.01 0.01 0.02
H 1.605 2.949 3.048 -0.03 0.03 0.03 0.00
H 0.632 3.061 4.533 -0.03 -0.06 -0.01 0.01
H -1.510 5.530 3.760 0.03 -0.06 -0.04 0.03
H -1.815 4.046 4.677 -0.02 0.00 0.02 0.01
H -2.938 4.524 3.404 0.04 0.02 0.02 0.00
H 0.785 4.332 0.829 -0.01 0.03 0.02 0.06
H 0.074 5.608 1.823 0.02 0.04 0.02 0.07
H 0.704 6.344 -0.750 -0.06 0.01 0.03 0.09
H -0.381 7.304 0.274 0.01 0.01 0.00 0.07
H -0.845 6.919 -1.385 0.01 0.02 -0.02 0.06
H 0.108 4.097 -1.459 0.07 0.12 -0.04 0.07
H -1.407 4.781 -2.056 0.01 -0.05 -0.21 0.07
H -0.836 2.569 -3.646 -0.09 0.07 -0.08 0.03
H -0.806 0.879 -3.102 -0.02 0.05 -0.07 -0.01
H 0.438 1.998 -2.550 0.06 0.01 0.06 0.00
H -3.135 3.416 -3.106 0.00 0.05 -0.02 0.03
H -4.053 3.330 -1.589 -0.03 0.03 0.06 0.00
H -3.787 1.861 -2.522 0.01 0.04 0.01 0.00
H -2.487 5.618 1.534 0.02 0.06 0.08 0.02
H -3.079 4.586 0.261 -0.13 -0.10 0.01 0.06
H -4.736 6.937 2.005 0.01 0.00 -0.04 0.01
H -5.361 5.739 0.851 0.02 0.05 0.00 0.02
H -5.803 7.454 0.695 0.04 -0.02 -0.02 0.01
H -3.483 6.220 -2.591 -0.01 0.01 0.03 0.01
H -4.946 7.136 -2.212 0.02 0.02 0.00 0.01
H -4.785 5.466 -1.643 0.03 0.00 -0.01 0.01
Cl 1.064 1.296 0.128 0.30 0.26 -0.01 -0.13
C -2.910 -3.125 2.650 0.09 0.11 0.00 -0.02
N -2.558 -1.790 3.143 0.09 0.21 -0.02 -0.18
C -2.068 -1.663 4.522 0.02 -0.08 -0.20 -0.03
C -2.198 -0.864 2.271 0.04 -0.04 0.12 -0.25
N -1.894 -0.031 1.523 -0.66 -0.46 1.20 0.08
H -3.759 -3.505 3.216 -0.03 0.02 0.03 0.09
H -2.071 -3.814 2.763 0.04 0.02 -0.01 0.09
H -3.177 -3.066 1.597 0.00 0.03 -0.03 0.09
H -2.801 -2.101 5.198 -0.03 0.00 -0.03 0.09
H -1.947 -0.611 4.765 -0.02 0.03 -0.01 0.09
H -1.105 -2.165 4.652 0.00 0.00 -0.03 0.08
C 3.678 -3.178 2.363 -0.08 0.20 0.02 -0.18
N 2.472 -2.664 1.685 -0.05 0.09 -0.20 -0.17
C 1.419 -2.465 2.709 0.23 0.15 0.09 -0.19
N 1.823 -1.626 3.823 0.00 0.12 -0.02 -0.15
C 3.049 -2.163 4.411 -0.01 0.10 -0.18 -0.20
N 4.133 -2.325 3.448 0.08 0.09 -0.01 -0.16
C 4.601 -1.013 2.956 -0.22 -0.09 -0.07 -0.34
P 3.304 0.029 2.070 0.23 -0.43 0.29 0.96
C 2.776 -1.389 0.977 -0.14 -0.05 0.24 -0.37
C 2.000 -0.227 3.389 0.12 -0.15 -0.11 -0.35
H 4.475 -3.281 1.626 0.02 -0.02 -0.04 0.13
H 3.446 -4.163 2.772 -0.03 -0.04 0.02 0.13
H 1.678 -3.430 0.329 0.01 -0.09 0.05 0.10
H 1.146 -3.452 3.092 0.01 -0.05 0.01 0.13
H 0.558 -2.014 2.229 -0.12 -0.02 -0.10 0.10
H 2.825 -3.140 4.844 -0.02 -0.05 0.00 0.12
H 3.379 -1.496 5.209 0.01 -0.01 0.02 0.12
H 5.427 -1.180 2.260 0.05 0.00 0.03 0.08
H 5.000 -0.448 3.801 0.02 -0.01 0.02 0.08
H 3.579 -1.568 0.258 0.00 -0.09 -0.03 0.09
H 1.891 -1.087 0.421 0.18 0.08 0.09 -0.01
H 1.055 0.159 3.006 -0.09 0.03 -0.01 0.05
H 2.284 0.370 4.258 -0.05 0.05 0.03 0.08
```
Forces are in eV/Å.

# 2
Molecular formula: C18H30O6
Method: DFT, wB97M-V/def2-TZVPD

frontier orbital gap: 8.54 eV
net charge: 0
ΔE to the lowest compared entry with this formula, charge and spin: 1.519 eV
2S+1: 1

Structure (XYZ):
```
54
Properties=species:S:1:pos:R:3:forces:R:3:lowdin_charge:R:1
C -1.298 2.292 3.572 -0.05 -0.82 0.27 -0.11
C -2.138 1.426 2.516 -0.38 1.08 0.18 -0.19
C -1.917 1.818 0.989 -1.62 -1.44 -2.02 -0.06
C -2.757 1.180 0.023 1.35 1.60 0.86 -0.07
C -3.859 0.088 0.365 0.27 0.44 -1.63 -0.13
C -3.356 -1.345 -0.156 -0.26 -0.84 0.37 -0.17
C -1.878 -1.745 0.310 0.19 -0.28 -0.06 -0.08
C -0.741 -1.492 -0.769 0.55 0.61 -2.59 -0.39
O -0.903 -1.108 -1.941 -0.08 -1.05 3.79 0.07
O 0.612 -1.781 -0.370 -1.89 1.26 0.50 0.01
C -2.614 1.559 -1.534 -1.07 -1.13 -2.14 -0.26
O -3.137 0.822 -2.414 1.50 2.55 3.14 0.03
C -1.860 2.884 -2.003 1.25 0.13 3.36 0.03
C -1.032 3.495 -1.024 -2.31 -1.50 -1.87 0.02
C -0.851 2.839 0.432 2.13 1.14 0.16 -0.25
O 0.204 3.180 1.035 -3.44 -1.35 -1.48 0.02
H -1.106 3.368 3.234 -0.18 -1.72 0.40 0.08
H -1.905 2.332 4.546 1.00 -0.10 -1.38 0.08
H -0.321 1.717 3.769 -1.29 1.36 -0.24 0.08
H -3.251 1.628 2.744 1.62 -0.31 -0.56 0.12
H -2.002 0.301 2.702 0.03 1.70 -0.40 0.11
H -4.206 0.077 1.446 0.88 0.04 -1.33 0.11
H -4.784 0.360 -0.268 1.38 -0.42 0.94 0.13
H -3.447 -1.451 -1.290 0.19 0.45 1.63 0.12
H -4.066 -2.124 0.308 1.04 1.14 -0.73 0.12
H -1.863 -2.864 0.586 0.20 1.70 -0.46 0.14
H -1.594 -1.167 1.248 -0.17 -0.81 -1.18 0.10
H 1.125 -0.952 -0.526 -0.47 -0.99 -0.20 0.12
H -1.995 3.291 -3.061 0.16 -0.88 1.67 0.13
H -0.506 4.462 -1.324 -0.43 -1.59 1.00 0.12
C 1.438 -4.282 -2.773 0.15 -0.13 0.16 -0.06
C 0.555 -4.926 -3.830 -0.10 0.67 0.15 -0.50
C 0.311 -3.981 -4.997 -0.05 -0.08 -0.28 -0.06
O -0.694 -5.292 -3.247 -0.10 -0.32 0.03 -0.06
H 0.964 -3.385 -2.363 0.04 0.01 -0.16 0.06
H 1.596 -4.966 -1.935 0.03 0.00 -0.11 0.08
H 2.411 -4.004 -3.186 -0.05 0.02 0.04 0.08
H 1.026 -5.844 -4.192 -0.23 -0.05 0.10 0.14
H -0.202 -3.074 -4.663 0.14 -0.01 0.10 0.08
H -0.334 -4.453 -5.743 0.11 -0.02 0.05 0.08
H 1.250 -3.695 -5.477 -0.07 0.02 0.02 0.08
H -1.118 -4.486 -2.923 0.12 -0.08 -0.10 0.08
C 4.251 3.644 3.199 0.03 0.16 0.25 -0.07
C 4.004 2.146 3.126 -0.07 0.32 -0.61 -0.50
C 4.807 1.506 2.005 0.14 -0.28 0.03 -0.07
O 2.615 1.904 2.913 -0.07 -0.20 0.19 -0.07
H 3.947 4.135 2.269 0.09 -0.11 -0.03 0.08
H 3.660 4.093 4.001 0.08 -0.08 -0.02 0.08
H 5.307 3.862 3.379 -0.06 0.02 -0.03 0.08
H 4.271 1.683 4.080 -0.20 -0.03 -0.05 0.14
H 4.522 1.923 1.034 0.04 0.13 0.09 0.08
H 4.611 0.431 1.957 0.04 0.08 0.08 0.08
H 5.879 1.659 2.149 -0.05 -0.01 -0.06 0.08
H 2.367 2.310 2.071 -0.09 0.01 0.18 0.06
```
Forces are in eV/Å.

# 3
Molecular formula: C5H9NO
Method: DFT, wB97M-V/def2-TZVPD

frontier orbital gap: 9.95 eV
net charge: 0
ΔE to the lowest compared entry with this formula, charge and spin: 4.236 eV
2S+1: 1

Structure (XYZ):
```
16
Properties=species:S:1:pos:R:3:forces:R:3:lowdin_charge:R:1
C 2.841 -0.034 0.682 -0.05 0.13 0.19 -0.08
O 1.868 0.353 -0.294 -0.47 0.66 0.15 -0.16
C 0.620 -0.205 -0.178 -0.31 -0.13 0.01 -0.06
C -1.389 0.182 0.210 0.36 0.03 -0.03 -0.20
C -2.290 0.998 -0.737 0.29 0.06 -0.07 -0.11
C -1.487 -1.240 -0.004 0.32 -0.83 -0.13 -0.33
N -1.164 -2.330 -0.246 -0.84 0.68 0.22 0.15
H 3.828 0.245 0.295 -0.38 0.05 -0.01 0.09
H 2.851 -1.120 0.868 -0.25 0.28 -0.19 0.09
H 2.661 0.491 1.621 0.05 -0.02 0.06 0.09
H 0.599 -0.902 0.647 0.00 -0.41 -0.29 0.07
H 0.302 -0.494 -1.168 0.06 -0.36 0.04 0.09
H -1.633 0.417 1.256 0.51 0.03 -0.24 0.11
H -3.368 0.830 -0.559 0.48 -0.13 0.18 0.08
H -2.121 2.069 -0.606 0.10 -0.12 -0.04 0.07
H -2.118 0.739 -1.787 0.13 0.06 0.14 0.08
```
Forces are in eV/Å.

# 4
Molecular formula: C4H4O2
Method: DFT, wB97M-V/def2-TZVPD

frontier orbital gap: 8.42 eV
net charge: 0
ΔE to the lowest compared entry with this formula, charge and spin: 4.118 eV
2S+1: 1

Structure (XYZ):
```
10
Properties=species:S:1:pos:R:3:forces:R:3:lowdin_charge:R:1
C 0.795 -0.065 0.586 -2.56 -0.77 0.42 0.00
C 0.069 -0.237 1.722 0.30 1.46 1.20 -0.12
C -0.258 0.153 -0.476 2.89 -0.27 -1.59 -0.41
C -0.022 0.288 -1.816 0.40 -1.04 -0.20 0.03
O -1.280 -0.045 1.582 0.21 0.10 -2.17 0.00
O -1.497 0.132 0.037 0.10 -0.21 2.69 0.07
H 1.801 -0.360 0.339 0.11 0.43 0.28 0.11
H 0.269 -0.205 2.879 0.02 -0.58 -2.59 0.18
H -0.871 0.195 -2.503 0.26 0.45 0.34 0.05
H 0.994 0.145 -2.350 -1.72 0.43 1.61 0.09
```
Forces are in eV/Å.